# 1
Density functional theory data (ωB97M-V/def2-TZVPD) for 2 unconnected molecules or ions with the total composition C14H27INO3.

Last column: Löwdin charge in e.
Positions of all 46 atoms, in Å:
C (-0.862, 4.591, -0.705)  -0.007
C (-0.967, 3.757, 0.328)  -0.208
N (0.094, 3.074, 0.921)  -0.181
C (1.023, 2.373, 0.021)  -0.178
C (0.358, 1.538, -1.082)  -0.180
C (1.070, 0.188, -1.265)  -0.190
C (0.842, -0.466, -2.630)  -0.226
C (-0.512, -1.162, -2.770)  -0.215
C (-1.778, -0.289, -2.748)  -0.247
C (-1.754, 0.958, -3.643)  -0.110
C (-0.267, 2.317, 2.088)  -0.624
I (1.277, 2.567, 3.628)  0.678
C (-0.571, 0.807, 1.792)  -0.772
O (0.288, -0.046, 2.035)  -0.087
O (-1.705, 0.708, 1.253)  -0.052
H (-1.749, 5.081, -1.079)  0.035
H (0.080, 4.763, -1.209)  0.047
H (-1.944, 3.550, 0.751)  0.114
H (1.656, 1.743, 0.647)  0.092
H (1.687, 3.121, -0.425)  0.113
H (0.402, 2.074, -2.033)  0.100
H (-0.675, 1.350, -0.797)  0.088
H (0.688, -0.492, -0.497)  0.104
H (2.144, 0.312, -1.096)  0.111
H (1.021, 0.261, -3.430)  0.093
H (1.605, -1.241, -2.759)  0.101
H (-0.592, -1.857, -1.928)  0.108
H (-0.518, -1.777, -3.676)  0.100
H (-2.600, -0.926, -3.087)  0.095
H (-2.019, -0.030, -1.716)  0.093
H (-2.320, 0.799, -4.564)  0.060
H (-2.201, 1.817, -3.139)  0.068
H (-0.745, 1.252, -3.929)  0.048
H (-1.146, 2.761, 2.543)  0.065
C (0.065, -3.743, 3.865)  -0.064
C (0.822, -4.120, 2.600)  -0.508
C (2.098, -3.309, 2.464)  -0.063
O (-0.002, -3.932, 1.451)  -0.062
H (-0.206, -2.685, 3.831)  0.082
H (-0.853, -4.328, 3.949)  0.073
H (0.673, -3.914, 4.755)  0.073
H (1.053, -5.188, 2.617)  0.128
H (1.848, -2.245, 2.398)  0.073
H (2.635, -3.577, 1.552)  0.075
H (2.766, -3.446, 3.317)  0.074
H (-0.213, -2.989, 1.402)  0.084

As for the total charge: -1. The calculation puts the HOMO-LUMO gap at 7.48 eV. The total energy comes out at -1127.8681 hartree. The LUMO energy comes out at 2.8 eV.

=====

# 2
Density functional theory data (ωB97M-V/def2-TZVPD) for 2 unconnected molecules or ions with the total composition C29H32Cl2F4NO8S at a distorted geometry.

Last column: Löwdin charge in e.
Positions of all 77 atoms, in Å:
C (6.833, -2.522, 2.540)  -0.138
C (6.990, -1.416, 1.328)  -0.192
C (6.412, 0.088, 1.764)  -0.195
O (5.302, -0.163, 2.696)  -0.259
C (4.430, 1.011, 2.860)  -0.198
C (3.430, 1.287, 1.558)  -0.043
C (3.528, 2.835, 0.934)  -0.007
C (2.621, 3.206, -0.380)  -0.070
C (1.632, 2.042, -0.973)  -0.352
C (1.455, 0.515, -0.390)  -0.082
C (2.412, 0.123, 0.925)  0.003
C (2.434, -1.345, 1.653)  -0.065
C (0.962, -2.029, 1.888)  -0.271
O (0.841, -3.331, 1.505)  -0.043
O (-0.223, -1.385, 2.476)  -0.005
N (0.501, -0.513, -0.946)  -0.023
C (1.144, -1.477, -1.909)  -0.209
F (0.370, -2.762, -1.835)  0.007
F (2.557, -1.854, -1.546)  0.022
C (1.188, -0.998, -3.474)  -0.044
F (2.238, 0.058, -3.731)  -0.054
F (1.671, -2.197, -4.258)  -0.051
C (-0.794, 0.074, -1.447)  -0.139
C (-2.187, -0.820, -1.198)  0.103
C (-3.646, -0.206, -1.739)  -0.098
C (-5.079, -1.028, -1.476)  -0.649
Cl (-5.315, -2.319, -2.786)  0.516
C (-5.153, -1.636, 0.079)  -0.659
C (-6.779, -1.844, 0.399)  -0.167
Cl (-4.395, -3.327, 0.092)  0.519
C (-3.776, 1.223, -2.553)  -0.094
C (-5.177, 1.860, -3.148)  -0.145
C (-5.867, 2.966, -2.118)  -0.153
O (-5.674, 2.403, -0.750)  -0.117
C (-6.396, 3.210, 0.249)  -0.281
O (-7.509, 3.920, 0.043)  -0.033
C (-5.774, 3.175, 1.799)  -0.124
C (-6.607, 1.953, 2.568)  -0.119
C (-2.406, 2.112, -2.806)  -0.021
C (-1.001, 1.503, -2.223)  -0.371
S (0.557, 2.558, -2.467)  0.814
H (5.742, -2.952, 2.658)  0.066
H (7.191, -2.109, 3.588)  0.076
H (7.524, -3.453, 2.303)  0.077
H (8.119, -1.339, 1.028)  0.097
H (6.378, -1.787, 0.388)  0.115
H (6.053, 0.673, 0.812)  0.124
H (7.278, 0.649, 2.361)  0.135
H (3.747, 0.914, 3.831)  0.137
H (5.114, 1.960, 3.059)  0.128
H (4.220, 3.674, 1.397)  0.098
H (2.657, 4.285, -0.842)  0.091
H (3.065, -2.077, 0.952)  0.150
H (2.988, -1.369, 2.697)  0.137
H (-0.222, -0.396, 2.307)  0.114
H (0.155, -0.717, -3.945)  0.178
H (-2.086, -1.849, -0.649)  0.087
H (-5.993, -0.265, -1.536)  0.096
H (-4.663, -0.876, 0.854)  0.129
H (-7.423, -0.905, 0.080)  0.078
H (-6.989, -2.003, 1.555)  0.089
H (-7.185, -2.745, -0.262)  0.085
H (-5.003, 2.360, -4.216)  0.132
H (-5.893, 0.934, -3.358)  0.112
H (-6.995, 3.063, -2.419)  0.139
H (-5.259, 3.980, -2.218)  0.149
H (-5.951, 4.219, 2.310)  0.125
H (-4.628, 2.905, 1.666)  0.122
H (-7.541, 1.650, 1.891)  0.089
H (-5.948, 0.978, 2.677)  0.077
H (-7.012, 2.325, 3.611)  0.083
H (-2.489, 3.147, -3.394)  0.111
C (9.349, -3.325, -0.372)  -0.899
O (9.705, -3.656, -1.529)  -0.085
O (8.204, -3.908, -0.048)  0.022
O (9.880, -2.572, 0.474)  -0.073
H (8.160, -4.357, -0.916)  0.098

As for the total charge: -1. The calculation puts the HOMO-LUMO gap at 4.95 eV. The total energy comes out at -3498.1368 hartree. The LUMO energy comes out at 0.6 eV.

=====

# 3
Density functional theory data (ωB97M-V/def2-TZVPD) for a molecular structure, H15Na2O8 at a distorted geometry.

Last column: Löwdin charge in e.
Positions of all 25 atoms, in Å:
Na (-19.145, 6.465, -9.806)  0.793
Na (-15.811, 10.504, -10.071)  0.733
O (-17.571, 8.365, -9.484)  -0.417
H (-17.534, 8.719, -8.574)  -0.012
O (-15.896, 7.797, -7.455)  -0.028
H (-16.460, 7.839, -8.228)  -0.037
H (-15.425, 8.630, -7.456)  0.048
O (-15.123, 7.839, -10.461)  -0.047
H (-15.984, 7.797, -10.046)  -0.050
H (-15.273, 7.538, -11.357)  0.041
O (-19.694, 8.239, -7.808)  -0.027
H (-19.143, 8.251, -8.591)  -0.059
H (-19.863, 9.162, -7.619)  0.057
O (-17.671, 7.156, -11.966)  -0.028
H (-17.677, 7.742, -11.209)  -0.042
H (-17.620, 7.742, -12.722)  0.065
O (-17.100, 11.754, -8.155)  -0.023
H (-17.828, 11.342, -7.691)  0.054
H (-16.545, 12.112, -7.462)  0.066
O (-18.822, 10.347, -11.007)  -0.029
H (-18.299, 9.841, -10.385)  -0.051
H (-18.178, 10.834, -11.521)  0.032
O (-16.713, 9.186, -5.112)  -0.056
H (-16.052, 8.629, -4.702)  0.041
H (-16.832, 8.815, -5.986)  -0.025

As for the total charge: +1. The calculation puts the HOMO-LUMO gap at 9.76 eV. The total energy comes out at -935.3580 hartree. The LUMO energy comes out at -4.1 eV.

=====

# 4
Density functional theory data (ωB97M-V/def2-TZVPD) for a molecular structure, C9H19BeF5N3O9S4 at a distorted geometry.

Last column: Löwdin charge in e.
Positions of all 50 atoms, in Å:
Be (0.389, -0.370, 1.333)  0.261
F (-0.118, -1.734, 2.646)  -0.406
N (0.124, 2.424, 3.268)  -0.218
S (-1.337, 1.525, 2.961)  0.756
O (-2.329, 1.585, 4.075)  -0.259
O (-1.204, 0.376, 2.094)  -0.277
F (-2.039, 2.515, 1.896)  -0.180
S (0.918, 1.161, 3.864)  0.570
O (1.498, 0.400, 2.763)  -0.352
O (0.411, 0.471, 5.053)  -0.251
F (2.099, 2.039, 4.410)  -0.146
N (0.878, 1.040, 0.749)  -0.228
S (0.493, 2.591, 0.225)  0.623
O (0.695, 2.916, -1.160)  -0.204
O (0.471, 3.617, 1.196)  -0.213
F (-1.089, 2.282, 0.236)  -0.218
S (2.406, 1.428, 0.718)  0.579
O (2.963, 2.284, 1.745)  -0.206
O (3.045, 1.417, -0.579)  -0.249
F (2.896, -0.005, 1.315)  -0.222
C (0.806, -2.270, -2.503)  -0.003
C (0.906, -1.106, -1.402)  -0.416
C (0.872, 0.213, -2.101)  -0.179
C (-0.528, 0.726, -2.480)  -0.155
C (-1.501, 0.508, -1.324)  -0.140
C (-1.573, -0.880, -0.703)  -0.393
N (-0.163, -1.201, -0.319)  -0.067
O (-0.015, -2.359, 0.493)  -0.021
C (-2.418, -0.732, 0.631)  -0.005
C (-2.388, -1.807, -1.724)  -0.021
C (2.328, -1.183, -0.853)  -0.053
H (1.552, -2.173, -3.292)  0.085
H (-0.184, -2.409, -2.938)  0.054
H (0.907, -3.183, -1.916)  0.072
H (1.513, 0.991, -1.686)  0.057
H (1.422, 0.045, -3.027)  0.125
H (-0.783, 0.094, -3.330)  0.095
H (-0.384, 1.710, -2.927)  0.109
H (-2.400, 0.837, -1.846)  0.133
H (-1.233, 1.209, -0.533)  0.007
H (-3.351, -0.245, 0.346)  0.093
H (-2.657, -1.706, 1.057)  0.094
H (-1.924, -0.170, 1.424)  -0.145
H (-2.154, -1.620, -2.772)  0.060
H (-2.331, -2.862, -1.458)  0.070
H (-3.435, -1.580, -1.519)  0.074
H (2.734, -0.338, -0.297)  0.008
H (3.079, -1.397, -1.612)  0.105
H (2.467, -1.996, -0.141)  0.096
H (-0.332, -3.079, -0.057)  0.102

As for the total charge: -1. The calculation puts the HOMO-LUMO gap at 7.90 eV. The total energy comes out at -3302.2659 hartree. The LUMO energy comes out at 1.4 eV.

=====

# 5
Density functional theory data (ωB97M-V/def2-TZVPD) for a molecular structure, C2H3ClINO at a distorted geometry.

Last column: Löwdin charge in e.
Positions of all 9 atoms, in Å:
C (0.350, -0.294, 2.048)  -0.392
C (-0.079, -0.660, -1.240)  -0.924
N (0.046, 0.421, 1.114)  0.043
O (0.773, -0.922, 2.912)  0.190
Cl (0.954, 0.740, -1.595)  0.658
I (-2.150, 0.185, -1.662)  0.482
H (-0.097, -1.353, -2.094)  -0.089
H (1.182, 1.308, -0.371)  -0.012
H (-0.980, 0.576, 0.890)  0.045

The calculation puts the HOMO-LUMO gap at 8.23 eV. The total energy comes out at -965.7265 hartree. The LUMO energy comes out at 0.1 eV.

=====

# 6
Density functional theory data (ωB97M-V/def2-TZVPD) for CHNO4 in the gas phase at a distorted geometry.

Last column: Löwdin charge in e.
Positions of all 7 atoms, in Å:
C (0.125, -0.838, 0.053)  -0.106
N (-2.391, -0.172, 0.020)  -0.490
O (0.867, -1.720, 0.026)  0.193
O (-3.419, -0.584, -0.384)  0.148
O (-2.062, 0.941, 0.271)  0.102
O (-1.459, -1.154, 0.231)  0.011
H (0.191, 0.250, 0.021)  0.141

The calculation puts the HOMO-LUMO gap at 11.49 eV. Its structure (SMILES) is O=CO[N+](=O)[O-]. The total energy comes out at -394.2616 hartree. The LUMO energy comes out at -0.2 eV.

=====

# 7
Density functional theory data (ωB97M-V/def2-TZVPD) for a molecular structure, C35H45BrCrN3O3 at a distorted geometry.

Last column: Löwdin spin population.
Positions of all 88 atoms, in Å:
Cr (0.253, 1.814, 0.494)  0.990
C (2.897, 2.172, -0.745)  0.001
N (1.646, 2.934, -0.734)  -0.001
C (1.995, 4.280, -0.247)  -0.001
C (0.886, 5.242, 0.195)  0.000
C (-0.108, 4.693, 1.247)  0.000
N (0.293, 3.405, 1.747)  -0.003
C (0.638, 3.367, 2.995)  -0.001
C (1.264, 2.293, 3.672)  0.001
C (1.488, 2.389, 5.056)  0.000
C (2.170, 1.416, 5.741)  0.001
C (2.669, 0.315, 5.041)  -0.001
C (2.496, 0.202, 3.687)  0.001
C (1.779, 1.174, 2.944)  0.000
O (1.676, 1.085, 1.675)  0.004
C (1.163, 2.887, -2.122)  0.003
C (-0.047, 3.734, -2.482)  0.000
C (-1.303, 3.621, -1.600)  0.004
N (-1.321, 2.649, -0.505)  -0.002
C (-2.541, 2.367, -0.142)  0.001
C (-3.014, 1.405, 0.787)  -0.002
C (-4.405, 1.192, 0.843)  0.001
C (-4.957, 0.217, 1.631)  -0.002
C (-4.123, -0.586, 2.416)  0.000
C (-2.767, -0.386, 2.420)  -0.001
C (-2.161, 0.615, 1.619)  0.001
O (-0.899, 0.805, 1.672)  0.011
H (3.663, 2.667, -1.359)  0.000
H (2.692, 1.189, -1.155)  0.000
H (3.270, 2.042, 0.269)  0.000
H (2.599, 4.803, -1.008)  0.000
H (2.634, 4.120, 0.627)  0.000
H (0.331, 5.626, -0.657)  0.000
H (1.417, 6.093, 0.633)  0.000
H (-1.107, 4.593, 0.819)  0.000
H (-0.180, 5.422, 2.067)  0.000
H (0.482, 4.267, 3.600)  0.000
H (1.116, 3.259, 5.579)  0.000
H (2.330, 1.499, 6.805)  0.000
H (3.208, -0.452, 5.576)  0.000
H (2.898, -0.642, 3.149)  0.000
H (0.916, 1.840, -2.318)  0.000
H (1.976, 3.185, -2.807)  0.000
H (-0.318, 3.424, -3.494)  0.000
H (0.248, 4.783, -2.543)  0.000
H (-2.138, 3.387, -2.267)  0.000
H (-1.515, 4.613, -1.185)  0.000
H (-3.357, 2.882, -0.660)  0.000
H (-5.041, 1.809, 0.224)  0.000
H (-6.025, 0.065, 1.643)  0.000
H (-4.553, -1.364, 3.029)  0.000
H (-2.106, -0.984, 3.029)  0.000
C (-0.803, -6.007, -2.435)  0.000
C (-1.837, -4.879, -2.350)  0.000
C (-2.477, -4.729, -3.738)  0.000
C (-2.940, -5.278, -1.362)  0.000
C (-1.210, -3.565, -1.909)  0.000
C (-1.855, -2.359, -2.130)  0.000
C (-1.246, -1.179, -1.769)  -0.001
Br (-2.072, 0.384, -2.476)  0.000
C (-0.006, -1.039, -1.091)  0.000
O (0.434, 0.129, -0.736)  -0.004
C (0.679, -2.292, -0.944)  0.000
C (0.052, -3.469, -1.341)  0.000
C (2.152, -2.470, -0.555)  0.000
C (2.348, -3.648, 0.416)  0.000
C (2.894, -2.769, -1.874)  0.000
C (2.805, -1.252, 0.097)  0.000
H (-1.274, -6.901, -2.838)  0.000
H (-0.398, -6.260, -1.458)  0.000
H (0.017, -5.726, -3.093)  0.000
H (-2.740, -5.710, -4.125)  0.000
H (-1.793, -4.254, -4.436)  0.000
H (-3.388, -4.141, -3.697)  0.000
H (-3.492, -6.130, -1.752)  0.000
H (-3.636, -4.457, -1.215)  0.000
H (-2.522, -5.552, -0.396)  0.000
H (-2.814, -2.308, -2.622)  0.000
H (0.613, -4.378, -1.225)  0.000
H (2.037, -4.599, -0.007)  0.000
H (1.788, -3.479, 1.333)  0.000
H (3.405, -3.740, 0.663)  0.000
H (2.532, -3.691, -2.324)  0.000
H (3.965, -2.863, -1.696)  0.000
H (2.728, -1.961, -2.587)  0.000
H (2.108, -0.716, 0.733)  0.000
H (3.179, -0.576, -0.663)  0.000
H (3.661, -1.561, 0.696)  0.000

The spin multiplicity is 2. The calculation puts the HOMO-LUMO gap (alpha / beta) at 6.19 / 6.51 eV. The total energy comes out at -5369.1868 hartree. Its expectation value of S² is 0.757. The LUMO energy (alpha / beta) comes out at -0.7 / -0.4 eV.

=====

# 8
Density functional theory data (ωB97M-V/def2-TZVPD) for C4H5NO2S in the gas phase at a distorted geometry.

Last column: Löwdin charge in e.
Positions of all 13 atoms, in Å:
C (-0.799, 0.984, -0.834)  -0.421
C (0.342, 0.945, 0.079)  -0.192
C (0.372, 0.107, 1.342)  -0.461
C (-0.537, -1.550, -1.112)  -0.190
H (0.447, 2.010, 0.466)  0.144
H (1.373, 0.741, -0.262)  0.122
H (1.046, 0.686, 2.044)  0.093
H (-0.534, -0.056, 1.942)  0.087
H (-0.813, -1.980, -1.960)  0.075
N (0.453, -2.040, -0.366)  -0.299
O (-1.411, 1.959, -1.148)  0.164
O (-1.212, -0.329, -1.223)  0.024
S (1.272, -1.477, 1.033)  0.855

The calculation puts the HOMO-LUMO gap at 9.44 eV. Its structure (SMILES) is O=C1CCSN=CO1. The total energy comes out at -758.7747 hartree. The LUMO energy comes out at 0.5 eV.